# 1
The following is a quantum chemistry calculation of a cluster of 2 separate species, C23H51B2N5O8P in total at a distorted geometry, from the OMol25 dataset.

As for the charge: +1. As for the max |F|: 6.90 eV/A. For the HOMO-LUMO gap, the calculation gives 8.1119 eV. The lowest unoccupied orbital energy is -2.52 eV. The HOMO energy comes out at -10.6 eV.

Atoms and positions in Å:
C  4.20039  1.70925  1.52723
C  3.29065  1.53036  2.76118
C  1.75109  1.61896  2.59945
C  1.21590  1.92282  4.05258
C  1.00022  0.43158  1.89256
C  1.53001  -0.90259  2.46526
N  1.01730  -1.20134  3.84278
C  0.88896  -2.64468  4.06150
C  -0.49766  0.59507  2.27113
O  -0.90252  1.89614  2.01798
N  -1.33558  -0.51519  1.72207
C  -2.76222  -0.45745  2.14407
B  -3.72270  0.63832  1.51197
O  -4.87065  0.95868  2.18365
O  -3.46759  1.31696  0.33613
C  -0.99909  -0.94012  0.33489
B  -2.08391  -1.77758  -0.50356
O  -3.11913  -1.19055  -1.18833
O  -2.00427  -3.14859  -0.63192
C  -1.76467  -3.85156  0.60692
C  -0.26724  0.18799  -0.45300
C  -0.28273  -0.06584  -1.96823
C  0.51988  0.85311  -2.91614
C  -0.27860  2.12051  -3.34981
C  0.70964  3.23495  -3.82938
C  0.38415  4.64156  -3.29403
N  1.47781  5.17437  -2.45087
C  1.07198  0.51694  0.25970
O  1.63493  1.77765  -0.18034
C  0.78212  2.73125  -0.31089
N  -0.02478  3.48369  -0.29412
P  2.53304  -0.68544  -0.22590
C  3.60531  0.15432  -1.50991
C  1.98546  -2.20514  -1.13636
C  3.26272  -3.14090  -1.18482
H  4.53377  0.76135  1.09830
H  3.82686  2.40791  0.77616
H  5.13571  2.16274  1.88929
H  3.64118  0.65750  3.33088
H  3.56735  2.37273  3.40497
H  1.56734  2.58165  2.11369
H  0.76621  1.06792  4.56448
H  0.42225  2.67648  3.98277
H  1.97739  2.34924  4.70704
H  2.61353  -0.99896  2.52334
H  1.20715  -1.80450  1.91613
H  1.65608  -0.77452  4.50311
H  -0.04726  -3.01615  3.62435
H  1.77743  -3.20162  3.72667
H  0.79663  -2.79618  5.14336
H  -0.64492  0.44837  3.34542
H  -1.49492  2.07753  1.27315
H  -1.00040  -1.30518  2.28956
H  -3.26390  -1.43490  2.12618
H  -2.72874  -0.23840  3.22575
H  -4.71668  1.00734  3.13856
H  -4.10937  0.98347  -0.31587
H  -0.19356  -1.68990  0.41260
H  -3.85246  -1.82612  -1.09463
H  -1.90515  -3.24455  1.50642
H  -2.42531  -4.72211  0.60457
H  -0.74828  -4.26827  0.56031
H  -1.01078  1.00010  -0.34402
H  -1.32089  0.09611  -2.29617
H  -0.09365  -1.10581  -2.26638
H  1.49811  1.20699  -2.59333
H  0.67299  0.29367  -3.84871
H  -0.90462  1.90342  -4.22129
H  -0.87993  2.53264  -2.53480
H  1.74570  3.01946  -3.53016
H  0.72160  3.30685  -4.92249
H  0.22354  5.38103  -4.09697
H  -0.53023  4.67230  -2.68823
H  2.37731  5.02279  -2.89529
H  1.35970  6.16871  -2.29668
H  4.52849  -0.43956  -1.49986
H  3.20071  0.06799  -2.52301
H  3.88647  1.16313  -1.21819
H  1.21656  -2.81971  -0.66168
H  1.77743  -1.99471  -2.19193
H  3.24047  -3.75416  -0.27782
H  4.19108  -2.57896  -1.26265
H  3.10429  -3.83485  -2.01496
C  -5.12057  -3.50358  -3.97172
N  -6.40265  -3.37599  -3.22139
O  -7.37618  -3.93319  -3.67466
O  -6.37832  -2.71184  -2.19491
H  -5.29334  -4.11382  -4.85125
H  -4.80357  -2.50196  -4.25000
H  -4.39830  -3.97337  -3.30892

=====

# 2
The following is a quantum chemistry calculation of a structure of composition C23H51F3MgNO9S4 at a distorted geometry, from the OMol25 dataset.

As for the charge: +1. As for the max |F|: 5.18 eV/A. For the HOMO-LUMO gap, the calculation gives 2.4070 eV. The lowest unoccupied orbital energy is -8.05 eV. The HOMO energy comes out at -10.5 eV. As for the energy above the lowest of the compared OMol25 structures with the same formula, charge and spin: 13.452 eV.

Atoms and positions in Å:
Mg  24.47136  -4.95754  -13.05077
C  21.11957  -9.58175  -9.23780
O  21.80551  -10.68539  -8.63525
O  21.92425  -8.87820  -10.14759
C  19.61707  -9.85139  -9.69862
F  19.58856  -11.08379  -10.21530
F  18.64912  -9.67845  -8.74840
F  19.20491  -9.02786  -10.70836
C  21.10892  -11.48765  -7.73042
C  22.14495  -12.48957  -7.06363
H  22.37374  -13.32548  -7.72471
H  23.00014  -11.88552  -6.76048
H  21.68418  -12.77544  -6.11806
H  20.32317  -12.11906  -8.14518
H  20.57624  -10.93323  -6.95777
H  21.02935  -8.82854  -8.45511
C  22.17618  -15.83152  -14.08792
C  23.45467  -15.83472  -13.35963
N  24.48137  -15.85981  -12.74958
H  22.40241  -16.30888  -15.04136
H  21.86846  -14.79893  -14.25270
H  21.36531  -16.44217  -13.69077
C  28.01092  -1.74512  -8.27242
S  26.24973  -1.96616  -7.92755
O  25.91207  -2.92704  -9.04751
C  26.45680  -2.94456  -6.38026
H  28.08446  -1.50081  -9.33215
H  28.66268  -2.61626  -8.20591
H  28.35212  -0.87828  -7.70650
H  25.48946  -3.00833  -5.88198
H  27.20481  -2.55251  -5.69115
H  26.72341  -3.98518  -6.56503
C  29.13413  -9.95327  -12.06005
S  29.57262  -8.30226  -12.58410
O  28.40596  -7.40044  -12.29094
C  30.92203  -8.07660  -11.31532
H  28.87546  -9.94699  -11.00122
H  29.93568  -10.61412  -12.39005
H  28.33817  -10.29025  -12.72415
H  31.55746  -7.20879  -11.49204
H  31.65442  -8.88051  -11.24175
H  30.45272  -7.89895  -10.34769
C  21.19903  -8.89351  -17.21426
S  22.97896  -8.49522  -17.60139
O  23.48715  -7.54198  -16.51358
C  23.64047  -10.18524  -17.07013
H  20.94850  -7.90800  -16.82170
H  20.91853  -9.70417  -16.54178
H  20.56121  -9.07678  -18.07895
H  24.69986  -10.22464  -17.32357
H  23.13607  -10.85327  -17.76829
H  23.45919  -10.47266  -16.03446
C  19.53853  0.43644  -13.97617
S  19.27223  -1.35198  -13.71653
O  20.59378  -2.01405  -13.40268
C  18.49170  -1.23618  -12.07169
H  19.45881  0.71330  -15.02741
H  20.47258  0.69862  -13.47926
H  18.83768  1.12891  -13.50989
H  17.81415  -0.39772  -11.91034
H  19.24090  -0.92271  -11.34467
H  17.91981  -2.14512  -11.88500
C  26.91037  -18.18957  -3.74920
C  28.28568  -18.04947  -4.43814
O  29.22190  -17.99631  -3.65560
C  28.37269  -17.92667  -5.92466
H  26.14462  -18.57625  -4.42165
H  26.61741  -17.20575  -3.38261
H  26.94615  -18.81261  -2.85553
H  29.14385  -18.65502  -6.17551
H  28.83255  -17.05903  -6.39774
H  27.44647  -18.14809  -6.45494
C  12.47339  -5.03959  -10.88084
C  11.42845  -4.55875  -9.87996
O  10.35727  -5.15789  -9.91476
C  11.80744  -3.47701  -8.86674
H  13.06265  -4.19068  -11.22760
H  12.10318  -5.73242  -11.63650
H  13.10235  -5.72375  -10.31125
H  10.97199  -3.28917  -8.19233
H  12.26439  -2.58527  -9.29576
H  12.50689  -4.03288  -8.24232
C  14.47128  -14.26162  -14.75044
C  13.40116  -14.39640  -13.67506
O  12.22174  -14.40986  -14.00397
C  13.87299  -14.48896  -12.29201
H  15.26754  -13.63297  -14.35185
H  14.07586  -13.80437  -15.65744
H  14.84842  -15.22440  -15.09527
H  13.11090  -15.04795  -11.74900
H  13.91440  -13.47706  -11.88899
H  14.85039  -14.97145  -12.29124